No. 1
36
Properties=species:S:1:pos:R:3:forces:R:3:mulliken_charge:R:1 method="wB97M-V/def2-TZVPD" orbital_gap_ev=9.81 homo_energy_ev=-10.1 smiles=O.O.O.O.O.O.O.O.O.O.O.O lumo_ev=-0.26
O -2.733194 0.232722 2.083833 -1.7 -3.8 -1.1 -0.719
H -2.949194 -0.302278 1.217833 0.7 2.0 1.5 0.383
H -3.103194 -0.484278 2.692833 0.3 1.7 -0.6 0.353
O 0.082806 -0.044278 -0.269167 -0.5 -1.9 1.6 -0.149
H -0.018194 -0.494278 -1.152167 0.0 0.3 1.2 0.157
H -0.103194 -0.725278 0.517833 0.6 1.4 -3.0 0.241
O -0.124194 -2.397278 1.351833 -2.0 -1.7 -6.1 -0.596
H 0.579806 -2.984278 1.220833 1.6 -1.0 0.1 0.294
H -0.156194 -1.983278 2.118833 0.4 2.6 6.0 0.323
O -1.359194 -1.187278 -2.540167 -0.3 -0.2 -1.1 -0.529
H -1.796194 -1.894278 -2.054167 -0.1 -0.1 0.0 0.268
H -1.541194 -1.383278 -3.491167 0.3 0.2 1.2 0.256
O 2.970806 -0.095278 -0.010167 7.9 -0.6 2.4 -0.694
H 3.041806 0.050722 0.990833 0.6 -0.1 -1.6 0.503
H 2.120806 -0.019278 -0.057167 -8.6 0.4 -1.1 0.185
O -3.466194 0.539722 -1.028167 2.0 0.9 0.2 -0.704
H -2.471194 0.604722 -1.284167 -2.5 0.1 0.8 0.350
H -3.680194 1.372722 -0.529167 0.6 -1.1 -0.8 0.327
O 2.602806 2.590722 -1.034167 -1.8 -1.8 -1.4 -0.660
H 1.915806 2.747722 -1.758167 1.4 -0.2 1.4 0.328
H 2.520806 1.584722 -0.897167 0.6 2.2 -0.1 0.370
O -0.843194 2.503722 -0.339167 0.5 -2.6 -4.3 -0.692
H -0.917194 2.798722 0.483833 -0.9 3.3 5.4 0.357
H -0.498194 1.633722 -0.056167 0.2 -0.6 -1.1 0.228
O -0.375194 -0.388278 3.097833 -0.1 -1.2 -2.1 -0.683
H -0.260194 -0.067278 3.956833 0.0 0.8 2.0 0.252
H -1.318194 -0.339278 2.807833 0.7 0.8 0.2 0.329
O -0.083194 1.478722 -2.878167 -1.6 -3.0 -4.4 -0.616
H -1.018194 1.153722 -3.126167 2.4 0.8 0.5 0.282
H -0.230194 1.927722 -2.115167 -0.7 2.4 3.8 0.306
O 1.909806 -2.438278 -2.150167 -2.8 -1.3 -3.4 -0.615
H 1.908806 -1.642278 -2.678167 -0.5 0.2 -0.9 0.315
H 2.436806 -2.133278 -1.506167 3.3 1.3 4.4 0.285
O 2.457806 0.277722 2.651833 4.4 -1.7 3.3 -0.731
H 1.623806 -0.040278 2.438833 -2.9 -1.0 -0.4 0.337
H 2.872806 -0.454278 3.322833 -1.6 2.7 -2.6 0.358

---

No. 2
36
Properties=species:S:1:pos:R:3:forces:R:3:mulliken_charge:R:1 method="wB97M-V/def2-TZVPD" orbital_gap_ev=10.76 homo_energy_ev=-11.1 smiles=O.O.O.O.O.O.O.O.O.O.O.O lumo_ev=-0.39
O -1.591894 4.182799 -1.729435 0.1 0.2 -0.1 -0.638
H -2.367054 3.640149 -1.584875 -0.3 -0.2 0.0 0.314
H -0.916154 3.787589 -1.178605 0.2 -0.1 0.1 0.315
O 5.066916 0.547739 1.989495 -0.1 -0.1 0.2 -0.619
H 5.834676 0.154229 1.574845 0.2 -0.1 -0.1 0.308
H 4.856776 1.301869 1.438725 -0.1 0.2 -0.1 0.313
O 0.178056 0.769139 -0.393325 0.0 0.3 0.1 -0.607
H -0.628754 0.256439 -0.442625 -0.2 -0.1 0.0 0.290
H 0.869516 0.152089 -0.632805 0.3 -0.2 -0.1 0.311
O -3.983084 -1.250451 0.432065 0.1 0.2 -0.2 -0.621
H -3.660564 -2.151321 0.406845 0.1 -0.2 0.0 0.310
H -4.566494 -1.225551 1.190515 -0.2 0.1 0.2 0.317
O 3.527626 -1.680911 -1.456055 -0.2 0.1 0.1 -0.605
H 4.302466 -1.200611 -1.747895 0.2 0.2 -0.1 0.309
H 3.752156 -2.601921 -1.588595 0.0 -0.2 0.0 0.307
O 2.271286 2.808749 -3.899975 0.3 0.0 -0.1 -0.636
H 1.908596 2.575849 -3.045315 -0.1 -0.1 0.2 0.312
H 1.505356 2.923909 -4.462405 -0.2 0.0 -0.1 0.322
O -1.437314 -1.070801 -4.582905 0.1 0.1 -0.1 -0.621
H -1.103974 -1.966351 -4.527135 0.1 -0.2 0.0 0.316
H -2.099234 -1.017731 -3.893495 -0.2 0.1 0.1 0.305
O 1.023366 3.553759 3.401975 0.2 0.0 0.1 -0.634
H 0.541786 4.377259 3.323425 -0.1 0.2 0.0 0.317
H 0.454416 2.902889 2.991015 -0.1 -0.3 -0.1 0.318
O -4.816334 1.678979 -2.191225 0.2 0.1 -0.1 -0.618
H -5.748444 1.658039 -2.407945 -0.2 0.1 -0.1 0.303
H -4.703444 0.978179 -1.549075 0.1 -0.3 0.2 0.313
O 2.478966 -2.683611 3.704905 -0.1 -0.2 0.2 -0.645
H 2.964226 -1.862831 3.788935 0.2 0.3 0.0 0.332
H 2.246166 -2.730921 2.777645 -0.1 0.0 -0.3 0.308
O -0.552634 -4.177121 0.927245 0.0 0.3 0.1 -0.622
H -1.092544 -4.409831 0.171875 -0.1 -0.1 -0.2 0.306
H -0.210584 -5.012991 1.244365 0.1 -0.2 0.2 0.318
O -1.606284 -0.774151 4.173565 -0.2 0.2 0.1 -0.627
H -1.813824 -1.107931 3.300785 0.0 -0.1 -0.2 0.299
H -0.883724 -1.324601 4.475455 0.3 -0.1 0.1 0.332

---

No. 3
36
Properties=species:S:1:pos:R:3:forces:R:3:mulliken_charge:R:1 method="wB97M-V/def2-TZVPD" orbital_gap_ev=10.28 homo_energy_ev=-10.4 smiles=O.O.O.O.O.O.O.O.O.O.O.O lumo_ev=-0.11
O 1.127894 -3.379047 -0.993468 0.4 0.1 0.4 -0.590
H 0.700628 -3.882920 -1.671339 0.0 -0.8 -0.7 0.257
H 0.419114 -2.772190 -0.779147 -0.3 0.5 0.2 0.365
O -1.045473 -3.649649 1.322178 -0.7 0.1 0.1 -0.652
H -0.376475 -2.961063 1.499112 0.0 -0.7 -0.2 0.428
H -0.656837 -4.510887 1.485970 0.2 0.1 0.0 0.282
O 0.888239 -1.875982 1.511026 1.2 -0.1 0.3 -0.651
H 1.157144 -1.717270 2.427027 0.0 0.1 -0.2 0.220
H 1.704870 -2.228818 1.084808 -0.7 0.3 0.0 0.320
O 2.726506 -0.356994 -1.042095 -0.4 -0.5 0.3 -0.618
H 1.914208 0.040064 -0.692105 0.1 -0.1 -0.1 0.363
H 3.290391 0.398423 -1.168097 0.4 0.5 -0.2 0.294
O -0.957680 1.261992 -2.220106 0.6 1.4 0.3 -0.621
H -0.475839 2.045418 -2.577610 -0.4 -1.1 0.4 0.227
H -1.053966 0.605574 -2.899940 0.2 -0.3 -0.6 0.290
O 1.860929 2.507763 -1.394078 0.2 -0.7 -0.7 -0.601
H 1.503785 2.609006 -0.513563 -0.1 0.5 0.4 0.325
H 1.675168 3.325308 -1.843804 0.0 0.6 -0.1 0.260
O -2.171649 1.914422 0.629469 -0.1 -0.1 0.5 -0.578
H -1.605163 1.176892 0.883258 0.3 0.1 -0.1 0.288
H -2.914135 1.847712 1.241948 -0.1 0.1 -0.3 0.294
O 0.983385 3.091121 1.224928 0.4 1.4 0.5 -0.679
H 0.716517 2.224175 1.000400 -0.5 -2.1 -0.4 0.254
H 0.230724 3.385115 1.736693 -0.2 0.5 0.1 0.338
O -1.175789 -1.596800 -1.191187 1.3 0.9 0.9 -0.599
H -1.780189 -1.290691 -0.513391 -0.4 -0.2 0.0 0.292
H -1.688284 -2.015553 -1.848778 -1.1 -0.7 -1.0 0.226
O -3.602097 0.944809 -1.661379 0.5 -0.1 0.1 -0.656
H -2.655010 1.213569 -1.562482 -1.0 0.0 -0.1 0.429
H -3.818093 1.105652 -2.584786 0.0 0.0 0.1 0.265
O 0.252284 0.479433 0.229261 0.2 0.8 0.9 -0.422
H 0.159820 -0.368180 0.658087 0.4 -0.8 0.2 0.342
H -0.262185 0.449193 -0.568696 -0.4 0.1 -1.2 0.311
O 1.942203 0.918923 3.501097 0.2 0.1 -0.1 -0.570
H 1.040910 0.888061 3.204366 -0.7 0.5 -0.6 0.279
H 1.944145 0.173418 4.086420 0.5 -0.6 0.8 0.289

---

No. 4
36
Properties=species:S:1:pos:R:3:forces:R:3:mulliken_charge:R:1 method="wB97M-V/def2-TZVPD" orbital_gap_ev=8.54 homo_energy_ev=-8.6 smiles=O.O.O.O.O.O.O.O.O.O.O.O lumo_ev=-0.04
O -0.384234 -0.349257 0.051642 -0.6 -0.4 -0.3 -0.570
H 0.190230 -0.183504 -0.704338 -0.2 0.1 0.6 0.241
H 0.119897 -0.022524 0.805357 0.1 0.0 -0.2 0.310
O 4.500579 0.583149 -3.406381 -0.1 -0.2 0.0 -0.650
H 4.276888 0.303226 -2.511621 0.1 0.0 0.1 0.312
H 4.754698 -0.233423 -3.850929 0.0 0.1 0.0 0.322
O -3.127054 2.555073 2.138410 -0.2 -0.1 0.4 -0.638
H -2.485520 2.727665 2.836720 -0.1 0.1 -0.1 0.310
H -3.363757 3.431819 1.815491 0.1 -0.1 -0.1 0.312
O -2.656874 -3.765497 -1.902590 -4.7 1.8 -3.9 -0.643
H -2.634267 -3.242271 -1.093446 -0.2 -0.2 -0.6 0.346
H -2.721448 -4.675524 -1.591670 -0.7 1.0 -0.4 0.351
O 3.913709 -1.206584 -0.205389 0.4 0.1 0.3 -0.590
H 3.190646 -0.873311 0.337842 -0.2 -0.1 -0.2 0.305
H 4.423128 -1.760768 0.396576 0.0 0.0 -0.2 0.287
O 1.562106 -1.508418 -1.426905 0.0 0.3 -0.4 -0.584
H 0.800550 -1.122411 -1.874143 0.0 -0.6 -0.3 0.311
H 2.307917 -1.277310 -1.992011 0.1 -0.1 0.1 0.310
O -4.053845 -1.537543 1.449321 0.1 0.0 0.2 -0.632
H -4.057032 -1.743569 2.390880 -0.1 0.0 -0.1 0.304
H -3.345300 -0.891253 1.353077 0.0 0.0 -0.1 0.323
O -0.876371 2.809787 0.690201 -2.8 3.9 -3.1 -0.648
H -0.030484 2.554519 0.305099 -1.2 0.4 -0.6 0.337
H -1.350499 1.976362 0.788149 0.0 0.6 -0.5 0.402
O 0.676050 3.675662 -2.905388 0.0 0.1 -0.1 -0.607
H -0.069118 3.941556 -3.455857 0.0 -0.1 0.1 0.307
H 1.418480 4.180552 -3.255922 0.0 -0.1 0.0 0.311
O 0.261600 1.490621 1.621005 4.1 -3.8 3.8 -0.737
H -0.271886 1.331463 2.407803 0.4 -0.1 0.2 0.308
H 0.773224 2.277607 1.839828 -0.1 -0.4 0.3 0.333
O -1.291422 -4.389614 -0.684646 4.7 -2.7 4.4 -0.667
H -1.021519 -5.061392 -1.320929 0.4 0.3 0.1 0.310
H -1.416889 -4.880283 0.135410 0.6 -0.1 0.4 0.305
O 1.129836 1.578112 4.283048 0.1 0.2 0.2 -0.610
H 2.013033 1.234380 4.458554 -0.1 -0.1 0.0 0.308
H 1.266383 2.524452 4.161449 0.0 0.0 0.2 0.309

---

No. 5
36
Properties=species:S:1:pos:R:3:forces:R:3:mulliken_charge:R:1 method="wB97M-V/def2-TZVPD" orbital_gap_ev=9.09 homo_energy_ev=-9.7 lumo_ev=-0.60
O 0.447618 -0.381772 0.556686 7.5 -6.3 4.9 -0.312
H 1.212425 0.165190 1.092978 -2.3 -1.4 -1.1 0.624
H 0.889814 -1.057886 -0.130260 -0.7 1.2 1.4 0.400
H -0.040259 0.170347 0.068098 -4.4 4.5 -3.9 0.666
O -0.420341 1.133024 -0.924795 3.5 2.0 1.2 -1.575
H 0.209778 1.754939 -0.490298 -0.7 0.0 -0.8 0.139
O -1.277414 2.981614 -2.360007 -3.3 0.7 0.2 -0.744
H -1.017362 2.278598 -1.762172 1.1 -0.2 -0.2 0.522
H -2.264063 2.891235 -2.117833 1.9 0.7 -1.1 0.344
O 1.477523 1.434758 2.111844 -0.3 -0.6 -0.7 -0.542
H 2.291962 1.691693 2.497388 1.3 0.4 0.5 0.235
H 0.807536 1.979655 2.510193 -0.8 0.2 0.1 0.265
O -2.636109 0.633631 -0.762331 -1.3 -4.4 -1.7 -0.736
H -1.732818 1.031262 -0.884282 -1.1 -0.5 0.3 0.357
H -2.469164 -0.347217 -1.232517 -1.0 4.2 2.2 0.248
O -0.872571 -0.403803 -2.863007 0.7 -1.3 -1.9 -0.659
H -1.548172 -1.037430 -2.614022 0.1 0.5 0.3 0.279
H -0.714092 0.342209 -2.276905 -0.4 -0.1 0.4 0.375
O -1.671220 2.560892 1.423856 2.4 2.3 0.2 -0.728
H -1.008475 3.394694 1.416823 -2.4 -3.1 -0.6 0.300
H -1.548465 1.998760 0.620129 0.0 0.9 0.8 0.462
O -1.228354 -3.618871 0.153121 -1.3 -0.8 -1.7 -0.609
H -1.134925 -3.427786 1.046169 -0.3 0.6 2.8 0.307
H -0.355445 -3.461185 -0.134771 1.6 0.3 -1.2 0.310
O 2.023783 0.223758 -1.620448 0.1 0.7 -2.6 -0.617
H 1.134798 0.457460 -1.278937 0.5 0.1 -1.0 0.349
H 1.906523 0.305284 -2.640036 0.2 -0.2 2.8 0.364
O 2.811886 -1.517458 1.469695 1.5 2.4 0.7 -0.587
H 3.465130 -0.833803 1.911088 -1.8 -2.8 -1.1 0.284
H 2.911309 -2.415193 1.802357 0.5 0.4 0.5 0.282
O -1.034881 -0.748446 3.135789 6.9 2.1 2.5 -0.549
H -0.785446 -0.008676 3.838051 -0.4 -2.4 -2.3 0.285
H -1.903259 -0.665358 3.175176 -6.6 0.3 -0.2 0.272
O 1.174874 -2.258471 -1.280762 -1.9 0.5 1.0 -0.445
H 0.988197 -2.452483 -2.174971 -1.7 0.8 -2.0 0.248
H 1.909679 -2.793163 -1.281088 3.4 -1.7 1.4 0.187

---

No. 6
36
Properties=species:S:1:pos:R:3:forces:R:3:mulliken_charge:R:1 method="wB97M-V/def2-TZVPD" orbital_gap_ev=8.97 homo_energy_ev=-9.7 smiles=O.O.O.O.O.O.O.O.O.O.O.O lumo_ev=-0.71
O 3.137673 -1.396611 1.238744 0.0 0.1 -0.5 -0.686
H 3.126973 -2.296671 0.913134 -0.1 -0.4 -0.1 0.324
H 3.708143 -0.927811 0.629634 0.3 0.3 0.1 0.270
O -1.720307 0.086409 -3.450236 -0.2 -0.3 -0.2 -0.623
H -1.312427 0.589829 -2.745646 0.1 0.5 0.2 0.348
H -1.063877 -0.568221 -3.688536 0.1 -0.2 -0.2 0.322
O -1.142697 0.992989 3.462584 -0.8 -0.4 0.3 -0.640
H -0.689467 0.967719 4.305304 0.1 -0.1 0.1 0.272
H -0.505487 1.374489 2.858724 0.4 0.2 0.1 0.416
O 1.966853 -1.807551 -1.763656 -0.3 0.0 0.2 -0.562
H 2.306843 -2.464951 -2.370666 0.0 -0.2 -0.3 0.277
H 2.735463 -1.298561 -1.505966 0.1 0.3 0.0 0.269
O -2.708057 -1.027341 0.926004 -0.3 0.4 0.2 -0.643
H -3.328797 -1.651741 0.550454 -0.1 -0.3 -0.1 0.290
H -1.896977 -1.172831 0.438964 0.5 -0.5 0.2 0.375
O -1.227247 2.384059 -1.692066 0.8 0.1 -0.3 -0.583
H -1.556047 2.947059 -2.392886 0.0 0.2 -0.2 0.276
H -1.995007 1.893959 -1.397806 -1.1 -0.3 0.5 0.263
O 0.673093 2.333499 1.981634 0.2 0.6 0.2 -0.682
H 1.616703 2.397239 1.834034 0.2 0.0 0.1 0.282
H 0.348633 1.819959 1.241884 -0.1 -0.2 -0.6 0.331
O -0.373167 -2.668441 0.103384 -0.2 0.1 0.1 -0.596
H 0.262743 -2.165931 -0.405866 0.4 0.0 -0.3 0.247
H -0.288487 -3.564081 -0.223556 -0.1 -0.2 -0.1 0.262
O 1.808413 -1.460321 3.583304 -0.4 0.0 0.5 -0.593
H 2.077683 -1.466541 2.664784 0.1 0.2 -0.1 0.362
H 2.364823 -2.117741 4.000954 0.1 -0.1 0.2 0.285
O 1.347543 2.733099 -2.363286 0.9 0.0 -0.2 -0.658
H 0.931493 2.769579 -3.224566 -0.1 0.0 -0.1 0.286
H 0.659343 2.417719 -1.777486 -0.5 0.0 0.2 0.418
O -3.316667 1.072129 -0.698016 -0.1 0.7 -0.5 -0.675
H -2.943757 0.566649 0.024244 0.0 -0.6 0.8 0.367
H -4.136467 0.624089 -0.906376 -0.1 0.0 -0.2 0.278
O 0.251443 0.321779 0.174414 -0.2 0.0 -0.2 -0.272
H -0.136607 -0.001981 -0.638496 -0.1 0.2 -0.4 0.143
H 1.017673 -0.234941 0.312944 0.3 -0.2 0.3 0.249

---

Looking at energy above the lowest of the compared OMol25 structures with the same formula, charge and spin for the records above, in order, we have 84.5 64.3 40.2 168.1 157.1 47.0 kcal/mol.